[1]
The following is a quantum chemistry calculation of a molecular structure, C16H16N2O4PbS, from OMol25.

Each line ends with the Löwdin charge.
Geometry (Å):
Pb: 0.960448 -1.354226 1.983315  1.415
N: -1.561392 -1.597772 2.029075  -0.070
C: -1.673695 -3.022067 2.420532  -0.180
C: -0.877680 -3.853598 1.398620  -0.580
O: -1.420431 -4.793050 0.828061  0.029
N: 0.358106 -3.370640 1.192387  -0.168
C: 1.058116 -3.737766 -0.024096  -0.149
C: 1.545621 -2.499322 -0.790850  -0.628
O: 1.972512 -2.607057 -1.919224  0.060
O: 1.475883 -1.346707 -0.152296  -0.304
H: -1.940138 -1.474608 1.093087  0.079
H: -2.083816 -0.982912 2.644527  0.094
H: -1.263393 -3.138696 3.426544  0.110
H: -2.701961 -3.379745 2.416988  0.117
H: 1.937139 -4.358492 0.176954  0.126
H: 0.413764 -4.314277 -0.687978  0.123
O: 0.990825 1.562101 2.119083  -0.640
S: 0.451455 2.585947 1.164103  1.003
C: 1.553399 2.605697 -0.240921  -0.399
C: 2.616801 1.723897 -0.283272  -0.075
C: 3.443091 1.724966 -1.400908  -0.051
C: 3.206898 2.610627 -2.439599  -0.070
C: 2.144602 3.506708 -2.371727  -0.074
C: 1.310177 3.508223 -1.268127  -0.086
C: -0.977162 1.858824 0.356056  -0.375
C: -0.850648 0.809850 -0.546853  -0.075
C: -1.997373 0.217416 -1.055648  -0.069
C: -3.252854 0.676507 -0.668940  -0.075
C: -3.367696 1.731248 0.226859  -0.076
C: -2.224839 2.326626 0.744431  -0.087
H: 2.779434 1.041125 0.539628  0.093
H: 4.259664 1.018457 -1.463796  0.114
H: 3.849219 2.604338 -3.310162  0.106
H: 1.966524 4.200156 -3.182729  0.106
H: 0.473007 4.194049 -1.209949  0.114
H: 0.119448 0.457789 -0.864521  0.100
H: -1.903877 -0.592636 -1.767796  0.119
H: -4.143934 0.217969 -1.078367  0.108
H: -4.344117 2.094060 0.519493  0.107
H: -2.301132 3.146991 1.448016  0.108

Cartesian forces, eV/Å:
Pb 0.0845 -0.0804 0.0977
N 0.0134 0.0955 0.0135
C 0.0083 -0.0238 -0.0738
C 0.0062 -0.0384 -0.0972
O 0.0445 0.0833 0.0768
N -0.0693 -0.0088 -0.0259
C -0.0149 -0.0177 0.0363
C -0.0450 -0.0107 -0.0501
O -0.0084 -0.0080 0.0726
O 0.0512 0.1461 0.0668
H 0.0301 0.0688 0.0124
H -0.0002 -0.0411 0.0324
H 0.0027 -0.0096 -0.0089
H 0.0030 0.0053 -0.0011
H -0.0106 0.0093 -0.0050
H -0.0167 -0.0016 0.0089
O -0.1534 -0.2218 -0.1483
S 0.0112 0.1595 0.0181
C 0.0070 -0.0347 -0.0339
C -0.0108 0.0191 -0.0092
C -0.0006 -0.0163 0.0144
C -0.0157 0.0037 0.0168
C 0.0031 0.0081 -0.0100
C 0.0180 0.0074 -0.0076
C 0.0637 -0.0467 0.0655
C -0.1366 0.0194 -0.0722
C 0.0038 0.0289 -0.0001
C 0.0061 0.0081 0.0107
C -0.0126 -0.0196 -0.0121
C -0.0003 -0.0375 0.0333
H 0.0009 0.0160 -0.0516
H -0.0046 0.0045 0.0131
H 0.0030 -0.0019 0.0016
H -0.0034 0.0017 -0.0039
H -0.0065 0.0071 -0.0018
H 0.1519 -0.0565 0.0235
H -0.0150 -0.0125 0.0009
H 0.0045 -0.0022 0.0051
H -0.0031 -0.0038 -0.0043
H 0.0104 0.0020 -0.0033

Computed properties:
DFT total energy ... -1620.8402 hartree
Kohn-Sham gap ... 0.316 Eh
Relative energy (zero: lowest compared OMol25 entry of this formula, charge and spin) ... 0.000 eV
E_HOMO ... -0.3137 Eh

---

[2]
The following is a quantum chemistry calculation of a molecular structure, C31H48BrGeN3O10PSTi, from OMol25.

Each line ends with the Löwdin charge.
Geometry (Å):
Ti: 0.502699 0.689825 1.085721  1.080
C: -2.025725 -1.415716 2.699578  -0.009
C: -0.685432 -1.233145 3.395086  -0.598
C: -0.807174 -0.239786 4.534049  -0.017
C: -0.161127 -2.566010 3.908235  -0.055
O: 0.283576 -0.737169 2.392441  -0.427
Ge: 1.924492 -1.702137 1.886553  1.183
O: 2.330365 0.299426 1.076566  -0.397
C: 3.764628 0.492141 0.779151  -0.608
C: 4.527511 0.361187 2.091132  -0.035
C: 3.906561 1.903457 0.239425  -0.015
C: 4.242029 -0.554946 -0.229200  -0.015
O: 1.119401 -1.909641 0.261301  -0.359
C: 0.812177 -3.137012 -0.419567  -0.672
C: 1.744216 -4.246070 0.053023  -0.051
C: -0.638246 -3.499539 -0.132218  -0.017
C: 1.001066 -2.889131 -1.910045  -0.015
H: -2.731637 -1.866920 3.397907  0.104
H: -2.425259 -0.456808 2.377143  0.080
H: -1.931751 -2.066773 1.830983  0.073
H: -1.529178 -0.632100 5.251688  0.104
H: 0.147932 -0.094151 5.034497  0.084
H: -1.178285 0.718174 4.170855  0.083
H: -0.877396 -2.983667 4.615923  0.106
H: -0.049780 -3.292147 3.096958  0.069
H: 0.789128 -2.446569 4.431630  0.086
H: 4.074863 0.981733 2.859497  0.068
H: 4.564819 -0.673776 2.435302  0.070
H: 5.556134 0.689325 1.933320  0.105
H: 3.657625 2.633106 1.010508  0.078
H: 4.931913 2.064491 -0.095598  0.111
H: 3.246609 2.051042 -0.613804  0.043
H: 3.717345 -1.501756 -0.107445  0.053
H: 4.113038 -0.231760 -1.262071  0.078
H: 5.306566 -0.737242 -0.081999  0.102
H: 1.606554 -4.453776 1.118857  0.072
H: 1.536920 -5.172295 -0.484793  0.099
H: 2.789641 -3.981432 -0.123085  0.087
H: -0.780377 -3.723790 0.926924  0.074
H: -1.296989 -2.673300 -0.409579  0.085
H: -0.933619 -4.383506 -0.699449  0.088
H: 2.022693 -2.565440 -2.120648  0.091
H: 0.805063 -3.800724 -2.478440  0.097
H: 0.310123 -2.116028 -2.252061  0.064
Br: -4.884893 -5.825978 -2.007477  0.757
C: -4.472464 -4.259183 -2.983960  -0.687
C: -5.495199 -3.503708 -3.536762  -0.109
C: -5.184520 -2.362891 -4.258408  -0.020
C: -3.861548 -1.959662 -4.371205  -0.284
C: -2.838454 -2.729701 -3.832350  -0.023
C: -3.147413 -3.893237 -3.146596  -0.119
N: -3.571979 -0.803433 -5.158338  0.103
N: -2.943536 0.141529 -4.672711  0.094
C: -2.564403 0.145859 -3.295182  -0.225
C: -3.492050 0.160689 -2.289681  0.014
C: -3.120201 0.323923 -0.936161  0.047
C: -1.798625 0.458867 -0.625544  -0.301
O: -1.284673 0.625581 0.596743  -0.197
C: -0.826587 0.427696 -1.649273  -0.158
N: 0.454315 0.544347 -1.214799  0.051
C: 1.406997 0.539951 -2.122986  -0.111
C: 1.149502 0.444946 -3.497254  -0.012
C: -0.141594 0.329077 -3.943692  0.039
C: -1.184887 0.301737 -2.999016  -0.089
H: -6.523928 -3.814844 -3.419269  0.107
H: -5.963575 -1.777715 -4.729763  0.122
H: -1.803999 -2.436518 -3.963372  0.113
H: -2.362864 -4.517070 -2.742318  0.091
H: -4.540714 0.056823 -2.535958  0.128
H: -3.873618 0.350715 -0.160073  0.131
H: 2.420130 0.624059 -1.763873  0.086
H: 1.980631 0.465017 -4.188509  0.121
H: -0.367711 0.263519 -5.000561  0.128
C: 0.556209 5.906318 0.401996  -0.071
O: 0.861327 4.546579 0.769742  -0.314
P: 0.342789 3.306992 -0.086896  0.790
O: -1.231468 3.541135 -0.308690  -0.291
C: -2.102585 3.627919 0.828058  -0.082
O: 0.731494 3.660165 -1.610242  -0.291
C: 2.064774 4.012807 -1.995114  -0.095
H: 1.470943 6.388984 0.064495  0.093
H: 0.186524 6.412927 1.289723  0.094
H: -0.194058 5.943686 -0.387250  0.092
H: -1.970500 4.585232 1.331759  0.090
H: -1.918531 2.814810 1.530074  0.068
H: -3.115695 3.558606 0.443858  0.098
H: 2.646097 4.379738 -1.148439  0.085
H: 1.983687 4.795342 -2.744797  0.100
H: 2.566998 3.151346 -2.433772  0.073
C: 0.671353 3.261292 4.785209  -0.095
S: 1.546195 2.316661 3.555147  0.489
O: 2.491745 3.168047 2.894557  -0.289
O: 2.049827 1.104533 4.145137  -0.303
O: 0.392222 1.966967 2.577404  -0.478
H: 1.088448 4.264495 4.794190  0.072
H: 0.820523 2.777864 5.747840  0.075
H: -0.384145 3.287552 4.530122  0.066

Cartesian forces, eV/Å:
Ti -0.3340 0.6850 0.1395
C 0.0080 -0.0021 -0.0075
C -0.1164 -0.1063 -0.1183
C 0.0271 0.0194 -0.0015
C -0.0178 0.0040 0.0431
O 0.2798 0.2813 -0.1135
Ge 0.0410 -0.0126 -0.1237
O -0.2352 -0.4046 0.0324
C 0.0677 0.1636 0.1253
C 0.0103 -0.0202 -0.0320
C -0.0298 0.0336 0.0362
C -0.0161 0.0629 -0.0015
O 0.0602 -0.0445 0.0151
C 0.0130 -0.0167 0.0059
C -0.0091 -0.0642 -0.0167
C -0.0033 -0.0418 -0.0124
C 0.0150 0.0213 -0.0106
H 0.0153 -0.0088 0.0114
H -0.0152 -0.0252 0.0061
H -0.0191 0.0351 0.0234
H 0.0005 0.0018 0.0111
H -0.0063 0.0223 -0.0247
H 0.0224 0.0023 0.0071
H 0.0014 0.0015 -0.0023
H 0.0120 0.0029 0.0104
H 0.0085 -0.0066 -0.0221
H 0.0215 -0.0189 0.0198
H -0.0359 0.0010 0.0277
H -0.0115 -0.0056 -0.0259
H 0.0167 -0.0245 -0.0418
H 0.0209 -0.0004 0.0193
H 0.0191 0.0120 -0.0213
H 0.0428 -0.0483 -0.0026
H -0.0427 -0.0341 0.0096
H -0.0058 0.0276 0.0081
H 0.0134 0.0090 -0.0109
H 0.0106 0.0100 0.0066
H -0.0087 0.0066 0.0129
H 0.0027 0.0114 -0.0223
H -0.0025 -0.0019 -0.0042
H -0.0088 -0.0133 -0.0023
H -0.0211 -0.0047 0.0109
H 0.0049 0.0164 0.0139
H 0.0051 0.0059 -0.0033
Br 0.0064 0.0406 -0.0307
C -0.0719 -0.0254 0.0270
C -0.0436 -0.0519 0.0307
C 0.0827 0.0186 -0.0338
C -0.0183 -0.3072 0.0813
C -0.0661 -0.1055 -0.0044
C 0.1036 0.0359 -0.0052
N -0.1301 0.2782 -0.1030
N 0.1528 -0.0858 -0.2556
C -0.0824 0.0849 0.2121
C -0.0058 0.0582 0.0318
C -0.0194 0.0403 0.0141
C 0.0965 -0.0862 -0.1338
O 0.0679 0.1524 0.3767
C -0.0611 -0.0096 -0.0217
N 0.1552 -0.0895 0.0591
C -0.0441 0.0262 0.0937
C -0.0386 -0.0076 -0.0964
C 0.0894 0.0067 -0.0266
C -0.0162 0.0835 0.1600
H 0.0076 0.0028 -0.0050
H 0.0031 0.0013 0.0058
H -0.0124 -0.0065 -0.0169
H 0.0165 0.0107 0.0104
H 0.0149 0.0106 0.0002
H 0.0150 -0.0147 0.0014
H -0.0118 -0.0317 0.0073
H -0.0101 -0.0030 -0.0017
H 0.0027 -0.0010 0.0096
C -0.0134 0.0062 -0.0313
O -0.0469 -0.0903 0.0202
P 0.0480 -0.1173 0.0874
O 0.0466 0.0807 -0.0583
C 0.0146 -0.0502 0.0383
O -0.0230 -0.1099 0.0152
C -0.0417 0.0309 0.0284
H 0.0069 -0.0039 -0.0017
H 0.0040 -0.0041 0.0113
H -0.0022 0.0054 0.0023
H 0.0162 0.0253 -0.0026
H -0.0198 0.0233 -0.0015
H -0.0208 -0.0050 -0.0027
H -0.0034 0.0032 0.0085
H -0.0014 0.0185 -0.0077
H -0.0059 -0.0153 -0.0203
C 0.0535 -0.0509 0.0249
S -0.1444 -0.0184 0.0441
O 0.0630 0.0556 0.0078
O -0.0343 0.0326 0.0711
O 0.1185 -0.3698 -0.5557
H -0.0022 -0.0094 -0.0233
H -0.0056 0.0054 -0.0325
H 0.0110 0.0007 0.0168

Computed properties:
DFT total energy ... -8366.6887 hartree
Kohn-Sham gap ... 0.255 Eh
Relative energy (zero: lowest compared OMol25 entry of this formula, charge and spin) ... 0.569 eV
Charge ... +1
E_HOMO ... -0.3870 Eh

---

[3]
The following is a quantum chemistry calculation of 2 unconnected molecules or ions with the total composition H9NSi3 at a distorted geometry, from OMol25.

Each line ends with the Löwdin charge.
Geometry (Å):
N: -1.924898 0.657646 0.494044  -0.220
Si: 2.407173 0.264470 0.142983  0.352
Si: -1.897575 -0.929302 0.032384  0.171
Si: 0.367310 -1.060829 -0.023171  0.351
H: -1.307132 1.143903 -0.108871  -0.022
H: -2.642869 1.207076 0.916409  0.033
H: 2.900892 0.934587 -1.245111  -0.075
H: 2.032375 1.168173 1.284161  -0.134
H: 3.547729 -0.645462 0.480120  -0.126
H: -2.864581 -1.378323 -1.118929  -0.066
H: -2.814131 -1.436976 1.043200  -0.088
H: 0.801618 -2.487584 -0.011906  -0.163
H: 0.299831 -0.373201 -2.486083  -0.014

Cartesian forces, eV/Å:
N 0.3370 1.6207 0.2256
Si -0.1900 0.3686 -0.9986
Si -2.7348 -1.4282 -0.6490
Si 1.5664 -0.4249 -2.9898
H 0.3123 1.4760 -0.2592
H -0.2949 0.1663 -0.0897
H -0.9273 -0.5923 1.8127
H 0.5535 0.0592 -0.4758
H -0.4668 0.1175 0.1591
H 1.4402 0.2910 0.2162
H 0.3579 -0.9721 0.9051
H 0.0520 0.0737 -0.1539
H -0.0054 -0.7556 2.2973

Computed properties:
DFT total energy ... -928.4331 hartree
Kohn-Sham gap (alpha / beta) ... 0.272 / 0.270 Eh
Relative energy (zero: lowest compared OMol25 entry of this formula, charge and spin) ... 3.583 eV
E_HOMO (alpha / beta) ... -0.3105 / -0.3078 Eh